No. 1
Here is a cluster of 4 separate species, C3H15NO3S in total in a non-equilibrium geometry from OMol25. Energies are from the ωB97M-V functional and the def2-TZVPD basis.

```
23
C3H15NO3S the ωB97M-V functional and the def2-TZVPD basis
S 2.0933 1.1868 1.6643
O 0.3050 -3.7674 0.9591
O -0.4313 -2.5309 -1.9432
O -1.1675 -1.8010 2.0375
N 1.0266 2.5472 -1.1069
C 0.0851 2.0108 -0.0934
C 0.7729 0.7754 0.5086
C -1.3059 1.8010 -0.7064
H -1.2825 1.5768 -1.7644
H 1.1702 -3.3656 0.9918
H -0.0254 2.7232 0.7228
H 0.0932 -3.3335 -1.8609
H 1.1889 0.1469 -0.2774
H 0.5701 3.3928 -1.4361
H -0.3936 -3.3995 1.5242
H 2.6504 2.0878 0.8492
H -0.6841 -1.6004 2.8439
H -1.2917 -2.7738 -2.2901
H 0.9896 1.9523 -1.9356
H -1.8078 2.7645 -0.6474
H -0.6393 -1.5898 1.2618
H -1.8552 0.9687 -0.2594
H -0.0610 0.2278 0.9580
```

Properties
SMILES: C[C@H](N)CS.O.O.O
Relative energy (zero: lowest compared OMol25 entry of this formula, charge and spin) (kcal per mole): 10.5
Net charge: 0
HOMO (eV): -9.02
E_tot (eV): -21821.7079

***

No. 2
Here is a structure of composition C20H26MnO4PS2SbSe4 in a non-equilibrium geometry from OMol25. Energies are from the ωB97M-V functional and the def2-TZVPD basis.

```
59
C20H26MnO4PS2SbSe4 the ωB97M-V functional and the def2-TZVPD basis
Sb -4.3549 -0.5375 -0.0502
Se -5.3522 1.1036 -1.5808
Se -5.1039 0.9698 1.7363
Se -2.0677 -1.3233 -0.4699
Se -5.9386 -2.3192 0.5611
Mn -0.0318 -1.2727 -0.3056
S -0.4769 -3.9614 1.2710
S 0.1355 -2.8762 -1.9110
P 0.0238 -4.4801 -0.5809
O -0.6957 1.6782 0.0889
O 0.1340 0.6123 2.5059
O 1.2932 0.0053 0.2410
O 0.0628 0.3843 -2.1968
C 2.0897 -0.4183 -0.9557
C -1.2308 -5.5421 -1.3428
C -3.5695 -5.8696 -1.8005
C -1.3357 2.1036 1.2774
C -1.2709 2.1437 -1.1054
C -3.2497 -6.8298 -2.7508
C -0.9106 -6.4855 -2.3148
C 1.4986 0.1894 -2.2519
C 1.4692 -1.0299 1.3326
C 2.7977 -7.4337 -0.1888
C 4.0006 -6.7795 -0.4250
C -1.2190 1.0242 2.3375
C -0.3637 1.7569 -2.2655
C 4.0022 -5.4289 -0.7388
C -2.5651 -5.2301 -1.0920
C 0.4173 -0.7606 2.4610
C 2.8024 -4.7359 -0.8335
C 1.5975 -5.3848 -0.6051
C -1.9214 -7.1394 -3.0051
C 1.6026 -6.7380 -0.2670
H -0.8656 3.0312 1.6231
H -0.4902 -1.3540 2.3480
H 2.7920 -8.4870 0.0595
H -1.8366 0.1703 2.0552
H 1.4979 -2.1156 0.8944
H -2.8130 -4.4962 -0.3350
H 0.1243 -6.7125 -2.5369
H 0.6671 -7.2427 -0.0593
H -4.6018 -5.6037 -1.6141
H 4.9346 -7.3232 -0.3662
H -1.6685 -7.8760 -3.7566
H 3.1154 -0.0777 -0.8038
H -1.3461 3.2396 -1.0902
H 2.0129 1.1329 -2.4341
H -0.9089 1.8667 -3.2043
H -2.2746 1.7271 -1.2440
H -2.4041 2.2742 1.1024
H 4.9360 -4.9111 -0.9160
H 2.4782 -0.8877 1.7211
H -1.6010 1.4145 3.2852
H 0.9190 -1.0731 3.3815
H 1.7139 -0.4847 -3.0819
H 2.1935 -1.5490 -0.9819
H -4.0363 -7.3360 -3.2955
H 0.5148 2.4044 -2.2645
H 2.8156 -3.6881 -1.1054
```

Properties
2S+1: 6
⟨S²⟩: 9.218
Net charge: 0
HOMO (spin up / spin down) (eV): -7.91 / -7.95
E_tot (eV): -359549.5882

***

No. 3
Here is an isolated molecule of C2H3F2N3 in a non-equilibrium geometry from OMol25. Energies are from the ωB97M-V functional and the def2-TZVPD basis.

```
10
C2H3F2N3 the ωB97M-V functional and the def2-TZVPD basis
F -2.0024 -0.1489 0.5666
F 0.9745 -1.5944 -0.5992
N -0.7378 1.1225 -0.7782
N 0.2394 -0.8489 0.3486
N 0.2707 1.4527 -0.2407
C 0.9105 0.3726 0.5020
C -1.1756 -0.2134 -0.4746
H 0.8897 0.4596 1.6647
H 1.9940 0.2388 0.2315
H -1.3630 -0.8407 -1.2206
```

Properties
SMILES: F[C@H]1N=NCN1F
Relative energy (zero: lowest compared OMol25 entry of this formula, charge and spin) (kcal per mole): 57.7
Net charge: 0
HOMO (eV): -10.24
E_tot (eV): -12023.1016